Entry 1:
The following is a quantum chemistry calculation of C19H30N2O6S in the gas phase, from the OMol25 dataset.

As for the gap between HOMO and LUMO: 0.3463 Ha. Its SMILES is CC[C@@H](NS(=O)(=O)c1ccc(C)cc1)C(=O)N1CCOCCOCCOCC1. As for the energy above the lowest of the compared OMol25 structures with the same formula, charge and spin: 32.1 kcal per mole. The LUMO energy is 0.631 eV. Its total charge is 0. The spin multiplicity is 1.

Each line ends with the Mulliken charge.
Cartesian coordinates (Å):
S -2.393 -0.800 -1.753  1.27
O -3.234 -1.296 -2.807  -0.85
O 2.557 1.925 -1.231  -0.37
O 5.539 1.330 -0.322  -0.45
O -1.342 -0.101 0.971  -0.71
O -1.109 -0.257 -2.119  -0.61
O 3.653 -1.076 0.739  -0.31
N 0.712 -0.350 0.091  0.50
N -2.189 -2.093 -0.712  -0.11
C 1.685 -1.010 -0.751  -1.23
C 4.503 2.030 0.335  -0.24
C 1.266 1.950 -0.657  -0.84
C -0.930 -2.215 -0.006  0.42
C -1.455 -4.465 1.066  -1.34
C 1.064 0.990 0.526  -0.92
C 2.685 -1.850 0.063  -0.50
C -5.588 3.227 1.422  -1.51
C -4.798 2.237 0.620  1.01
C -1.114 -2.999 1.303  -0.65
C 4.940 -1.012 0.163  -0.71
C -5.192 0.904 0.563  -0.86
C -4.454 -0.020 -0.154  -0.55
C -3.315 0.394 -0.811  0.35
C 5.162 0.094 -0.890  -0.15
C -0.531 -0.787 0.366  -0.39
C 3.543 2.744 -0.637  -0.64
C -2.906 1.711 -0.777  -0.11
C -3.650 2.629 -0.058  -0.93
H -1.905 -2.512 1.873  0.31
H 5.624 -0.824 0.997  0.33
H 0.235 1.344 1.141  0.54
H 3.068 3.582 -0.112  0.42
H -3.335 3.662 -0.020  0.37
H -4.745 -1.057 -0.208  0.45
H 6.014 -0.191 -1.513  0.37
H -0.177 -2.717 -0.624  0.58
H -6.647 2.981 1.407  0.39
H 1.181 -1.632 -1.490  0.67
H 5.194 -1.982 -0.286  0.42
H 0.581 1.652 -1.458  0.41
H 2.221 -0.233 -1.295  0.48
H 1.025 2.973 -0.339  0.32
H 4.280 0.211 -1.526  0.21
H 5.015 2.792 0.928  0.40
H -5.253 3.210 2.459  0.29
H 4.144 3.141 -1.462  0.35
H -1.518 -4.990 2.016  0.42
H -5.452 4.235 1.039  0.38
H 3.177 -2.572 -0.601  0.32
H -0.187 -2.925 1.876  0.32
H -0.689 -4.945 0.460  0.33
H -6.083 0.590 1.087  0.37
H -2.009 1.993 -1.303  0.47
H 1.969 0.928 1.134  0.51
H 2.140 -2.402 0.838  0.21
H -2.523 -2.947 -1.130  0.31
H 3.959 1.360 1.008  0.17
H -2.411 -4.562 0.559  0.32

Entry 2:
The following is a quantum chemistry calculation of a 2-piece molecular cluster, C4H5BrO2 overall in a non-equilibrium geometry, from the OMol25 dataset.

As for the gap between HOMO and LUMO (alpha / beta): 0.2672 / 0.3247 Ha. As for the energy above the lowest of the compared OMol25 structures with the same formula, charge and spin: 112.7 kcal per mole. The LUMO energy (alpha / beta) is -0.682 / 0.305 eV. Its total charge is 0. The spin multiplicity is 1.

Each line ends with the Mulliken charge.
Cartesian coordinates (Å):
Br -2.232 -1.361 0.011  -0.14
O -2.885 2.770 0.186  -0.26
O 1.279 0.681 0.384  -0.51
C -0.848 -0.072 -0.175  -0.36
C -1.819 2.611 -0.234  0.11
C 1.156 -1.685 -0.132  -1.09
C 0.416 -0.346 -0.032  0.77
H 0.709 -2.542 0.459  0.31
H -1.003 3.299 -0.473  0.27
H 2.067 0.259 0.871  0.30
H 2.111 -1.553 0.332  0.34
H 1.049 -2.060 -1.196  0.25

Entry 3:
The following is a quantum chemistry calculation of C6H14N4O2 in the gas phase in a non-equilibrium geometry, from the OMol25 dataset.

As for the gap between HOMO and LUMO: 0.3596 Ha. Its SMILES is [H]/N=C(/N)NCCC[C@H](N)C(=O)O. As for the energy above the lowest of the compared OMol25 structures with the same formula, charge and spin: 10.8 kcal per mole. The LUMO energy is 0.498 eV. Its total charge is 0. The spin multiplicity is 1.

Each line ends with the Mulliken charge.
Cartesian coordinates (Å):
O -1.203 -0.947 3.287  -0.64
O -0.651 0.988 2.414  -0.50
N 0.481 -2.439 1.503  -0.70
N -0.924 2.750 -0.986  -0.45
N 0.836 2.047 0.322  -0.84
N 0.438 1.104 -1.890  -0.14
C 1.039 -0.189 -1.747  -0.78
C 0.101 -1.051 1.206  0.24
C 0.011 -1.286 -1.344  -0.66
C -0.614 -0.349 2.387  0.18
C 0.138 1.920 -0.837  0.47
C -0.776 -0.972 -0.055  -0.79
H -0.110 1.267 -2.743  0.25
H 1.214 -2.416 2.256  0.31
H 1.828 1.851 0.252  0.22
H -1.554 -1.707 0.069  0.53
H 1.852 -0.169 -0.983  0.25
H -0.299 -2.897 1.998  0.32
H -0.992 3.419 -0.243  0.28
H -0.745 -1.458 -2.188  0.30
H -0.005 1.287 1.713  0.45
H 0.515 -2.230 -1.170  0.38
H 1.522 -0.471 -2.671  0.41
H 0.992 -0.435 1.026  0.35
H -1.345 -0.018 -0.116  0.34
H -1.749 2.402 -1.459  0.22

Entry 4:
The following is a quantum chemistry calculation of C3H5O2P as an isolated structure in a non-equilibrium geometry, from the OMol25 dataset.

As for the gap between HOMO and LUMO: 0.3776 Ha. As for the energy above the lowest of the compared OMol25 structures with the same formula, charge and spin: 74.0 kcal per mole. The LUMO energy is 0.661 eV. Its total charge is 0. The spin multiplicity is 1.

Each line ends with the Mulliken charge.
Cartesian coordinates (Å):
P -1.298 -0.925 -0.176  -0.13
O 0.842 0.107 -1.558  -0.29
O 3.208 0.404 -1.228  -0.43
C 2.037 0.327 -0.935  0.46
C 0.832 0.593 0.694  -0.85
C -0.084 0.343 -0.492  0.23
H -1.851 -0.827 -1.450  0.03
H -0.468 -1.778 -0.763  0.04
H 0.726 1.571 1.079  0.27
H 0.840 -0.166 1.423  0.36
H -0.531 1.307 -0.852  0.30

Entry 5:
The following is a quantum chemistry calculation of C5H12N2O2 in the gas phase in a non-equilibrium geometry, from the OMol25 dataset.

As for the gap between HOMO and LUMO: 0.3205 Ha. Its SMILES is CN(N)C(C)(C)C(=O)O. As for the energy above the lowest of the compared OMol25 structures with the same formula, charge and spin: 100.2 kcal per mole. The LUMO energy is 0.736 eV. Its total charge is 0. The spin multiplicity is 1.

Each line ends with the Mulliken charge.
Cartesian coordinates (Å):
O 0.121 2.005 -1.323  -0.58
O -1.497 1.949 0.209  -0.49
N 1.682 -1.417 -0.395  -0.83
N 1.093 -0.110 -0.186  0.17
C -0.407 1.321 -0.445  0.12
C 2.079 0.696 0.525  -0.91
C -0.612 -0.154 -0.112  1.61
C -1.013 -0.563 1.289  -1.53
C -1.455 -0.771 -1.206  -1.63
H 1.945 1.776 0.480  0.31
H -1.529 -1.858 -1.114  0.40
H 1.598 -1.985 0.449  0.21
H -1.069 -0.512 -2.199  0.45
H -0.877 -1.645 1.410  0.37
H -0.431 -0.055 2.060  0.33
H -1.540 2.827 -0.217  0.35
H 2.176 0.416 1.577  0.30
H 1.204 -1.897 -1.160  0.26
H -2.062 -0.303 1.478  0.35
H -2.470 -0.355 -1.163  0.38
H 3.063 0.636 0.042  0.35

Entry 6:
The following is a quantum chemistry calculation of C15H13ClI2N2O3Sc as an isolated structure in a non-equilibrium geometry, from the OMol25 dataset.

As for the gap between HOMO and LUMO: 0.2741 Ha. As for the energy above the lowest of the compared OMol25 structures with the same formula, charge and spin: 0.0 kcal per mole. The LUMO energy is -3.508 eV. Its total charge is +1. The spin multiplicity is 1.

Each line ends with the Mulliken charge.
Cartesian coordinates (Å):
I -4.204 2.429 0.748  0.08
I -4.557 2.268 -5.234  0.13
Sc 0.147 0.361 0.491  0.84
Cl 4.571 0.299 1.421  -0.15
O 1.806 1.453 0.141  -0.54
O 1.261 0.749 2.150  -0.61
O -1.340 1.269 0.003  -0.58
N -0.315 -1.798 0.670  -0.05
N 0.313 -0.412 -1.607  -0.17
C -3.328 2.018 -1.094  -0.51
C -1.463 1.214 -2.387  0.67
C -0.466 -2.456 -0.494  0.59
C -0.042 0.708 -2.538  -0.71
C 3.484 1.646 1.870  -0.43
C -0.283 -2.495 1.818  -0.12
C -2.032 1.509 -1.145  0.85
C -0.536 -4.543 0.650  -0.21
C -2.200 1.431 -3.547  -1.00
C -3.481 1.948 -3.484  -0.46
C 2.115 1.289 1.369  0.84
C -0.559 -3.830 -0.540  -0.95
C -4.052 2.244 -2.255  -0.25
C -0.566 -1.597 -1.730  -0.36
C -0.404 -3.866 1.853  -0.86
H -0.381 -4.387 2.800  0.41
H -5.056 2.642 -2.196  0.36
H 0.092 0.384 -3.569  0.53
H -1.592 -1.235 -1.813  0.29
H -1.759 1.197 -4.509  0.40
H -0.147 -1.923 2.727  0.49
H -0.658 -4.332 -1.493  0.43
H -0.615 -5.623 0.638  0.43
H 0.675 1.505 -2.344  0.30
H 3.842 2.550 1.389  0.32
H 1.267 -0.690 -1.821  0.23
H -0.354 -2.178 -2.626  0.43
H 3.485 1.735 2.950  0.33

Entry 7:
The following is a quantum chemistry calculation of an isolated ion of composition C4H7N3 and charge +2 in a non-equilibrium geometry, from the OMol25 dataset.

As for the gap between HOMO and LUMO: 0.3098 Ha. As for the energy above the lowest of the compared OMol25 structures with the same formula, charge and spin: 85.9 kcal per mole. The LUMO energy is -11.250 eV. Its total charge is +2. The spin multiplicity is 1.

Each line ends with the Mulliken charge.
Cartesian coordinates (Å):
N -2.754 0.280 0.114  0.59
N -2.973 1.136 -0.637  -0.33
N -1.255 -1.281 -0.186  -0.26
C -2.430 -0.836 0.582  0.00
C 1.047 -0.282 0.280  -0.03
C -0.096 -0.794 0.024  0.49
C 1.953 0.851 0.033  -1.03
H 1.608 -1.002 1.011  0.31
H -2.808 2.176 -0.610  0.40
H 1.398 1.821 -0.218  0.31
H -2.846 -1.461 1.332  0.43
H -1.444 -2.124 -0.856  0.39
H 2.695 1.034 0.859  0.37
H 2.737 0.453 -0.570  0.36

Entry 8:
The following is a quantum chemistry calculation of C2H6BN in the gas phase in a non-equilibrium geometry, from the OMol25 dataset.

As for the gap between HOMO and LUMO (alpha / beta): 0.2983 / 0.3111 Ha. As for the energy above the lowest of the compared OMol25 structures with the same formula, charge and spin: 51.6 kcal per mole. The LUMO energy (alpha / beta) is -0.381 / -0.169 eV. Its total charge is 0. The spin multiplicity is 1.

Each line ends with the Mulliken charge.
Cartesian coordinates (Å):
N 0.063 -1.325 0.164  -0.48
C -1.485 0.644 0.028  -0.68
C 1.483 0.710 0.061  -0.65
B 0.029 0.069 0.060  0.28
H -2.444 0.212 -0.322  0.29
H 1.668 1.784 -0.054  0.29
H -1.590 1.707 0.393  0.25
H 0.845 -2.008 0.052  0.23
H -0.807 -1.775 -0.286  0.22
H 2.238 -0.017 -0.097  0.25

Entry 9:
The following is a quantum chemistry calculation of a 2-piece molecular cluster, C4H5F3O overall in a non-equilibrium geometry, from the OMol25 dataset.

As for the gap between HOMO and LUMO: 0.3664 Ha. Its SMILES is C=CC=O.FC(F)F. As for the energy above the lowest of the compared OMol25 structures with the same formula, charge and spin: 13.6 kcal per mole. The LUMO energy is -0.255 eV. Its total charge is 0. The spin multiplicity is 1.

Each line ends with the Mulliken charge.
Cartesian coordinates (Å):
F -3.896 0.264 0.479  -0.20
F -3.570 -0.797 -1.386  -0.22
F -2.251 0.902 -0.807  -0.23
O 0.129 -1.207 -0.615  -0.43
C -3.018 -0.195 -0.342  0.62
C 2.760 0.831 0.790  -0.62
C 1.561 0.346 0.418  0.07
C 1.212 -0.841 -0.291  0.07
H -2.371 -0.919 0.122  0.04
H 2.255 -1.297 -0.526  0.17
H 2.895 1.845 1.061  0.28
H 3.684 0.195 0.594  0.20
H 0.610 0.874 0.504  0.25

Entry 10:
The following is a quantum chemistry calculation of C7H10O in the gas phase in a non-equilibrium geometry, from the OMol25 dataset.

As for the gap between HOMO and LUMO: 0.3492 Ha. Its SMILES is C=C/C=C(\C)[C@H]1CO1. As for the energy above the lowest of the compared OMol25 structures with the same formula, charge and spin: 76.0 kcal per mole. The LUMO energy is 0.978 eV. Its total charge is 0. The spin multiplicity is 1.

Each line ends with the Mulliken charge.
Cartesian coordinates (Å):
O -1.226 1.310 -1.679  -0.46
C 1.089 1.236 2.714  -0.87
C -0.697 -0.017 -1.618  -0.48
C 0.174 -0.260 -0.501  0.46
C 0.279 0.538 0.507  0.13
C -2.115 0.265 -1.586  -0.25
C 1.115 0.397 1.662  -0.23
C 0.635 -1.718 -0.580  -1.25
H 2.051 -0.214 1.830  0.17
H 0.382 1.985 2.952  0.32
H 1.718 -1.625 -0.858  0.30
H 1.937 1.143 3.419  0.21
H 0.009 -2.169 -1.435  0.33
H 0.599 -2.363 0.349  0.33
H -0.301 1.518 0.495  0.30
H -0.266 -0.400 -2.519  0.51
H -2.664 0.265 -0.628  0.23
H -2.719 0.108 -2.525  0.25

Entry 11:
The following is a quantum chemistry calculation of C25H30BrInN2O2S4 as an isolated structure, from the OMol25 dataset.

As for the gap between HOMO and LUMO: 0.2712 Ha. As for the energy above the lowest of the compared OMol25 structures with the same formula, charge and spin: 19.3 kcal per mole. The LUMO energy is -6.078 eV. Its total charge is +2. The spin multiplicity is 1.

Each line ends with the Mulliken charge.
Cartesian coordinates (Å):
In -0.792 -0.128 0.118  0.34
Br 3.254 -4.802 -5.402  -0.14
S 0.145 1.584 -1.812  0.16
S -0.979 2.404 1.255  0.31
S -2.476 -1.656 -0.695  -0.17
S -3.686 0.597 1.549  0.04
O -0.424 -0.846 -2.756  0.15
O 1.649 0.926 0.707  -0.20
N 0.905 -1.760 -0.224  0.15
N -0.267 -0.838 2.172  0.35
C 1.457 -2.594 -5.380  -0.67
C 0.429 -1.660 -3.420  0.93
C -1.341 0.013 -3.429  -0.42
C -0.829 1.448 -3.343  -0.66
C -4.138 -0.897 -0.673  -0.85
C 0.608 -1.667 -4.793  -1.03
C -0.248 3.278 -1.298  -0.80
C -3.663 2.382 1.831  -0.94
C 2.483 -2.868 3.577  -0.88
C 1.132 -2.567 -2.610  0.83
C -2.627 3.127 1.004  -0.83
C 0.606 -1.690 4.660  -0.68
C 2.663 -2.757 1.184  -0.20
C 2.125 -3.529 -4.602  -0.59
C 1.178 -2.615 -1.159  -0.66
C -4.220 0.532 -0.175  -0.35
C -0.872 -0.452 3.277  0.36
C 1.953 -3.518 -3.233  -1.11
C 0.806 -1.679 2.245  0.68
C 2.306 1.106 1.976  -0.79
C 3.167 -3.159 2.435  -1.09
C 1.300 -2.098 3.500  0.86
C -0.483 -0.874 4.553  -1.36
C 1.464 -2.094 1.053  -0.55
C 0.012 3.475 0.186  -0.91
H -3.462 2.504 2.896  0.43
H -1.511 -0.299 -4.456  0.69
H 0.962 -2.024 5.628  0.48
H 2.861 0.212 2.262  0.29
H 1.639 -3.546 -0.832  0.89
H 3.264 -2.978 0.312  0.71
H -5.250 0.884 -0.236  0.64
H -1.703 0.228 3.160  0.19
H -4.773 -1.545 -0.068  0.45
H 2.476 -4.249 -2.629  0.52
H 2.988 1.955 1.938  0.36
H -2.878 3.112 -0.055  0.37
H -1.661 2.150 -3.304  0.56
H -1.033 -0.534 5.418  0.49
H 2.307 0.632 0.066  0.21
H 2.844 -3.185 4.547  0.46
H 0.382 3.959 -1.869  0.51
H -2.276 -0.091 -2.882  -0.22
H -0.200 4.506 0.468  0.63
H -4.653 2.797 1.638  0.56
H -0.177 1.724 -4.169  0.37
H -3.590 1.180 -0.793  -0.06
H -2.568 4.167 1.329  0.52
H 1.591 -2.592 -6.454  0.47
H 4.101 -3.703 2.474  0.46
H 1.048 3.262 0.438  0.32
H 1.531 1.298 2.714  0.25
H -4.515 -0.928 -1.695  0.46
H 0.095 -0.963 -5.431  0.34
H -1.287 3.486 -1.550  0.40

Entry 12:
The following is a quantum chemistry calculation of C4H5N3 in the gas phase in a non-equilibrium geometry, from the OMol25 dataset.

As for the gap between HOMO and LUMO: 0.3500 Ha. Its SMILES is C=NC1=NC=NC1. As for the energy above the lowest of the compared OMol25 structures with the same formula, charge and spin: 53.2 kcal per mole. The LUMO energy is 0.450 eV. Its total charge is 0. The spin multiplicity is 1.

Each line ends with the Mulliken charge.
Cartesian coordinates (Å):
N 0.198 1.401 -0.368  -0.61
N 1.960 0.080 -0.962  -0.50
N -1.053 -0.012 1.038  -0.26
C 1.166 -0.757 -0.166  -0.34
C -0.057 0.286 0.245  0.46
C -2.240 -0.406 0.954  -0.21
C 1.374 1.225 -1.051  -0.04
H -2.705 -0.731 0.023  0.25
H 1.696 -1.125 0.716  0.30
H 0.675 -1.558 -0.722  0.28
H -2.828 -0.463 1.861  0.26
H 1.815 2.060 -1.568  0.42